[1]
The following is a DFT calculation (wB97M-V/def2-TZVPD) of a molecular structure, C46H47MnN8O4P2S2.

Each line ends with the Löwdin charge.
CARTESIAN COORDINATES (ANGSTROEM)
Mn  -0.1226  0.1171  -0.3029  0.473
N  0.4825  -1.2912  3.9408  0.084
C  0.2123  -1.1270  2.6207  -0.848
S  1.3881  -0.2721  1.6843  0.601
N  -0.9390  -1.6602  2.2439  0.020
N  -1.2134  -1.4243  0.9214  -0.029
C  -2.2343  -2.0152  0.4165  -0.192
C  -3.1148  -2.9481  1.1673  -0.207
C  -4.4030  -2.5557  1.5108  -0.036
C  -5.2281  -3.4144  2.2256  -0.064
C  -4.7674  -4.6718  2.5872  -0.075
C  -3.4810  -5.0674  2.2395  -0.067
C  -2.6543  -4.2072  1.5350  -0.028
C  -2.5421  -1.6959  -1.0124  -0.215
C  -3.6167  -2.2936  -1.6520  0.019
C  -3.8811  -1.9715  -2.9754  -0.021
C  -3.0531  -1.0804  -3.6296  -0.030
C  -1.9925  -0.5331  -2.9259  -0.129
N  -1.7467  -0.8131  -1.6446  0.044
H  1.4000  -1.0714  4.2857  0.087
H  -0.0935  -1.9368  4.4545  0.082
H  -4.7641  -1.5762  1.2147  0.098
H  -6.2288  -3.1013  2.4912  0.109
H  -5.4121  -5.3445  3.1365  0.107
H  -3.1205  -6.0472  2.5226  0.107
H  -1.6452  -4.5052  1.2809  0.119
H  -4.2337  -3.0022  -1.1204  0.122
H  -4.7238  -2.4233  -3.4823  0.120
H  -3.2030  -0.8117  -4.6652  0.118
H  -1.3075  0.1463  -3.4179  0.094
C  3.7870  0.8765  -1.2947  -0.148
N  2.5560  0.7233  -2.1281  -0.459
P  1.3763  1.9021  -1.5934  0.957
C  2.2525  3.4821  -1.5388  -0.366
C  1.9897  4.3285  -0.4699  -0.087
C  2.5518  5.6001  -0.4340  -0.067
C  3.3843  6.0144  -1.4606  -0.065
C  3.6550  5.1637  -2.5290  -0.062
C  3.0880  3.9029  -2.5738  -0.092
C  0.2448  2.1796  -2.9902  -0.371
C  -1.0305  2.6290  -2.6504  -0.126
C  -1.9581  2.9379  -3.6373  -0.074
C  -1.6199  2.7803  -4.9732  -0.068
C  -0.3450  2.3437  -5.3205  -0.059
C  0.5872  2.0624  -4.3350  -0.093
P  1.7883  -0.8466  -1.9102  0.969
C  1.2663  -1.3453  -3.5815  -0.361
C  1.8075  -0.8505  -4.7611  -0.116
C  1.3748  -1.3343  -5.9892  -0.067
C  0.4115  -2.3316  -6.0438  -0.067
C  -0.1128  -2.8525  -4.8664  -0.073
C  0.3090  -2.3578  -3.6432  -0.120
C  3.1049  -2.0375  -1.5857  -0.368
C  3.0215  -2.7612  -0.4019  -0.100
C  3.9522  -3.7593  -0.1301  -0.064
C  4.9622  -4.0230  -1.0385  -0.065
C  5.0451  -3.2998  -2.2269  -0.064
C  4.1157  -2.3160  -2.5077  -0.085
H  4.2311  1.8500  -1.4818  0.068
H  4.5096  0.1142  -1.5637  0.071
H  3.5775  0.7877  -0.2220  0.066
H  1.3513  3.9962  0.3406  0.091
H  2.3457  6.2568  0.4000  0.109
H  3.8285  6.9999  -1.4317  0.110
H  4.3087  5.4871  -3.3280  0.110
H  3.2973  3.2407  -3.4057  0.109
H  -1.3035  2.7414  -1.6058  0.083
H  -2.9437  3.2886  -3.3613  0.111
H  -2.3417  3.0058  -5.7469  0.110
H  -0.0734  2.2334  -6.3620  0.111
H  1.5835  1.7445  -4.6096  0.084
H  2.5818  -0.0944  -4.7188  0.094
H  1.7977  -0.9397  -6.9035  0.109
H  0.0778  -2.7092  -7.0008  0.108
H  -0.8558  -3.6383  -4.9027  0.110
H  -0.1187  -2.7573  -2.7286  0.104
H  2.2467  -2.5267  0.3174  0.050
H  3.8871  -4.3192  0.7929  0.109
H  5.6887  -4.7961  -0.8272  0.109
H  5.8339  -3.5155  -2.9352  0.110
H  4.1694  -1.7741  -3.4451  0.109
C  -1.7804  -1.2665  6.7667  -0.114
C  -2.8563  -0.2792  7.1903  -0.297
S  -2.7774  1.2943  6.4015  0.632
O  -1.3971  1.7138  6.3180  -0.310
O  -3.7633  2.1491  7.0100  -0.291
C  -3.2980  0.9513  4.7492  -0.209
C  -3.2260  2.2302  3.9147  -0.115
N  -2.9343  1.8863  2.5190  0.064
C  -1.6938  1.9355  1.9819  -0.299
N  -1.6901  1.4747  0.7336  0.065
C  -2.9938  1.1772  0.4312  -0.041
C  -3.7549  1.4117  1.5217  -0.130
N  -5.1570  1.1373  1.6797  -0.327
O  -5.6555  1.3553  2.7683  0.099
O  -5.7231  0.6446  0.7268  0.092
C  -0.5103  2.4490  2.7219  0.000
H  -1.8150  -2.1339  7.4241  0.084
H  -0.7910  -0.8178  6.8317  0.075
H  -1.9383  -1.6179  5.7461  0.060
H  -2.7938  -0.0191  8.2496  0.114
H  -3.8644  -0.6526  7.0036  0.110
H  -4.3090  0.5480  4.7712  0.109
H  -2.6020  0.2062  4.3576  0.105
H  -2.3991  2.8538  4.2459  0.114
H  -4.1409  2.8086  3.9746  0.135
H  -3.3128  0.7864  -0.5174  0.118
H  -0.5851  3.5308  2.8536  0.104
H  0.3870  2.2116  2.1589  0.024
H  -0.4224  1.9971  3.7112  0.085

Results
Spin multiplicity: 6
Electronic energy, eV: -140139.4448
Expectation value of S²: 8.75
Charge: +1

=====

[2]
The following is a DFT calculation (wB97M-V/def2-TZVPD) of a molecular structure, C46H48Br6N6O18.

Each line ends with the Löwdin charge.
CARTESIAN COORDINATES (ANGSTROEM)
C  4.0486  -6.1017  2.3647  -0.068
C  4.8515  -4.9879  2.4763  -0.066
C  4.8715  -4.3094  3.6834  -0.008
C  3.9473  -4.6107  4.6616  -0.165
C  3.1888  -5.7627  4.5630  -0.004
C  3.2352  -6.5282  3.4100  -0.050
N  3.8556  -3.8197  5.8775  -0.356
O  2.7839  -3.8571  6.4625  0.077
O  4.8258  -3.1778  6.2227  0.088
H  4.1393  -6.7772  1.5242  0.088
H  5.4703  -4.7142  1.6356  0.093
H  5.4535  -3.4068  3.8374  0.124
H  2.4823  -6.1706  5.2758  0.123
H  2.6931  -7.4556  3.3088  0.112
C  1.7761  -0.7171  -6.1467  -0.067
C  0.4464  -0.3450  -6.1380  -0.061
C  -0.2200  -0.1733  -7.3420  -0.006
C  0.4568  -0.2366  -8.5363  -0.150
C  1.8010  -0.6008  -8.5582  -0.004
C  2.4301  -0.8901  -7.3660  -0.066
N  -0.1713  0.1714  -9.7965  -0.360
O  0.5672  0.6387  -10.6434  0.086
O  -1.3697  0.0542  -9.8936  0.089
H  2.3140  -0.9119  -5.2278  0.101
H  -0.1097  -0.2346  -5.2176  0.087
H  -1.2684  0.0952  -7.4029  0.121
H  2.3419  -0.7790  -9.4757  0.122
H  3.5010  -1.0500  -7.3804  0.110
C  3.8851  -2.4243  -1.7301  -0.061
C  4.8052  -3.2494  -1.0953  -0.060
C  4.5030  -4.5912  -0.9365  -0.024
C  3.2974  -5.0826  -1.4041  -0.139
C  2.3115  -4.2014  -1.8059  0.007
C  2.6099  -2.8768  -2.0442  -0.059
N  3.0283  -6.5089  -1.2850  -0.355
O  2.0699  -6.9577  -1.8604  0.105
O  3.8464  -7.1774  -0.7027  0.062
H  4.0964  -1.3608  -1.7644  0.113
H  5.7962  -2.8490  -0.9295  0.112
H  5.2815  -5.2584  -0.5952  0.116
H  1.3172  -4.6016  -1.9663  0.110
H  1.8717  -2.1687  -2.3911  0.087
C  -7.0993  3.6992  -5.1349  -0.067
C  -6.0570  2.8386  -5.4565  -0.058
C  -4.9977  2.7547  -4.5797  -0.012
C  -4.9158  3.5367  -3.4504  -0.154
C  -5.9103  4.4502  -3.1709  0.003
C  -6.9934  4.5295  -4.0284  -0.065
N  -3.8490  3.3349  -2.4849  -0.337
O  -3.3149  2.2499  -2.4086  0.060
O  -3.5737  4.2936  -1.7931  0.069
H  -7.9172  3.9153  -5.8113  0.110
H  -6.2010  2.2145  -6.3267  0.112
H  -4.2044  2.0547  -4.8212  0.122
H  -5.9028  5.0787  -2.2931  0.124
H  -7.8300  5.1711  -3.7870  0.110
C  0.0801  0.8443  5.0354  -0.059
C  0.3109  0.6683  6.3903  -0.058
C  -0.0848  1.6500  7.2811  -0.003
C  -0.6283  2.8361  6.8139  -0.155
C  -0.8949  2.9851  5.4693  -0.058
C  -0.5491  1.9988  4.5687  -0.085
N  -0.9364  3.9129  7.7404  -0.371
O  -1.1144  5.0144  7.2749  0.083
O  -0.9586  3.6610  8.9141  0.089
H  0.1689  0.0352  4.3207  0.091
H  0.7680  -0.2187  6.7947  0.106
H  0.1150  1.6015  8.3446  0.120
H  -1.3104  3.9136  5.0961  0.102
H  -0.6483  2.1050  3.4958  0.091
C  0.3891  4.7381  0.6351  -0.066
C  -0.8773  4.8032  0.0512  -0.080
C  -1.7058  5.8435  0.4449  -0.009
C  -1.2814  6.8568  1.2868  -0.142
C  0.0058  6.7859  1.8045  -0.004
C  0.8626  5.7560  1.4563  -0.066
N  -2.2360  7.8886  1.6943  -0.362
O  -3.3393  7.8731  1.2147  0.090
O  -1.8228  8.7269  2.4709  0.078
H  0.9942  3.8670  0.3990  0.100
H  -1.2678  3.9899  -0.5415  0.063
H  -2.6513  5.9088  -0.0855  0.106
H  0.2558  7.6213  2.4511  0.120
H  1.8785  5.7896  1.8201  0.081
C  -0.7036  0.3200  -2.4640  -0.065
C  -0.6888  0.4514  -0.9584  -0.233
O  0.3468  -0.4563  -0.4851  0.027
C  0.5675  -0.6100  0.8222  -0.597
O  -0.0459  -0.1942  1.7517  0.132
O  1.6717  -1.3710  0.9066  -0.021
C  2.1251  -1.7697  2.1745  -0.059
H  0.2130  -0.0940  -2.8969  0.064
H  -0.7470  1.2996  -2.9379  0.076
H  -1.4854  -0.3750  -2.7572  0.066
H  -1.6657  0.2280  -0.5212  0.032
H  -0.6477  1.4793  -0.5760  0.084
H  1.3895  -2.3593  2.7229  0.100
H  2.4009  -0.9067  2.7882  0.054
H  3.0468  -2.3406  2.0853  0.085
C  -2.0797  -3.1867  2.6849  -0.045
C  -3.1172  -3.7691  1.7240  -0.193
O  -2.3982  -4.2325  0.5674  0.035
C  -2.0875  -3.3543  -0.3771  -0.615
O  -2.4824  -2.2279  -0.3986  0.138
O  -1.4419  -4.0070  -1.3247  0.032
C  -1.0247  -3.2292  -2.4273  -0.044
H  -2.5693  -2.8398  3.5928  0.083
H  -1.6533  -2.3122  2.1886  0.060
H  -1.2808  -3.9200  2.7874  0.081
H  -3.8025  -2.9637  1.4385  0.103
H  -3.7761  -4.5631  2.0661  0.123
H  -0.9081  -3.9024  -3.2744  0.107
H  -0.0842  -2.7324  -2.2022  0.062
H  -1.7718  -2.5101  -2.7591  0.088
C  -4.3928  1.8757  2.2251  -1.597
Br  -3.9439  2.8125  3.8572  0.645
Br  -5.1465  0.1074  2.4536  0.593
Br  -2.9649  1.8888  0.9520  0.731
H  -5.1446  2.5054  1.7769  -0.040
C  4.8306  3.1856  2.5434  -1.608
Br  3.9162  1.5379  2.1302  0.588
Br  4.7441  4.3840  1.0150  0.553
Br  6.6729  2.8429  3.0034  0.575
H  4.3123  3.6976  3.3389  -0.023

Results
Spin multiplicity: 1
Electronic energy, eV: -514513.0513

=====

The records above give, respectively, ΔE to the lowest compared entry with this formula, charge and spin values of 6.7, 0.0 kcal/mol.